No. 1
{
  "formula": "C15H23N3O3",
  "method": "ωB97M-V/def2-TZVPD",
  "e_above_lowest_kj_mol": 198.2,
  "total_energy_ha": -975.363967,
  "orbital_gap_ev": 9.2,
  "smiles": "NCCCC[C@H](N)C(=O)N[C@@H](Cc1ccccc1)C(=O)O",
  "lumo_energy_ha": 0.0233,
  "species": ["H", "H", "C", "H", "C", "H", "C", "C", "H", "C", "N", "H", "C", "C", "H", "H", "C", "H", "H", "H", "C", "H", "H", "C", "H", "H", "H", "O", "N", "N", "H", "C", "O", "H", "H", "H", "H", "C", "H", "H", "O", "C", "C", "C"],
  "coordinates": [[2.859, 2.369, 1.222], [-3.327, -2.993, -1.501], [-2.483, 0.999, 0.599], [-2.089, 4.297, -1.415], [-0.014, -1.180, -0.117], [0.794, -3.532, -0.605], [-3.259, 2.529, -1.144], [-3.092, -1.908, -0.128], [-0.394, -2.410, 1.387], [3.799, 0.631, 0.685], [-0.800, -1.646, 0.894], [3.910, 1.748, -1.184], [-1.236, 3.077, 0.140], [2.052, -1.190, -1.289], [-2.567, -2.308, 1.814], [3.781, -0.422, 0.953], [3.741, 0.740, -0.811], [-0.644, 1.489, 1.532], [1.493, -1.538, -2.181], [-3.952, 2.789, -1.877], [-2.299, -1.487, 1.046], [1.625, 0.858, -0.748], [-0.395, 3.709, 0.331], [1.429, -1.659, -0.031], [2.160, -3.628, 0.320], [3.045, -1.662, -1.431], [2.049, -1.383, 0.857], [-0.429, -0.526, -1.049], [1.284, -3.131, 0.130], [2.805, 1.386, 1.432], [2.857, 1.188, 2.428], [-1.437, 1.873, 0.869], [-2.646, -2.956, -0.829], [-4.219, 0.706, -0.643], [2.149, 0.728, -2.396], [-2.071, 0.021, 2.515], [-3.754, -0.139, 1.897], [-3.411, 1.356, -0.410], [4.511, 0.112, -1.257], [4.811, 0.996, 0.975], [-4.190, -1.503, -0.394], [2.378, 0.371, -1.344], [-2.167, 3.373, -0.829], [-2.656, -0.147, 1.587]]
}

No. 2
{
  "formula": "C15H23N5O3",
  "method": "ωB97M-V/def2-TZVPD",
  "e_above_lowest_kj_mol": 731.2,
  "total_energy_ha": -1084.672895,
  "orbital_gap_ev": 9.1,
  "smiles": "[H]/N=C(\\N)NCCC[C@H](N)C(=O)N[C@@H](Cc1ccccc1)C(=O)O",
  "lumo_energy_ha": 0.0112,
  "species": ["H", "N", "H", "H", "N", "C", "H", "N", "H", "O", "C", "H", "C", "O", "C", "H", "H", "C", "C", "N", "C", "H", "H", "C", "H", "C", "H", "H", "H", "H", "N", "C", "H", "H", "C", "C", "C", "H", "H", "H", "H", "O", "H", "C", "C", "H"],
  "coordinates": [[-0.295, 4.506, 2.344], [0.766, -1.228, -0.188], [1.310, 2.634, 1.055], [4.105, -5.729, -2.776], [-0.260, 0.413, 1.979], [3.170, -5.205, -2.497], [2.068, -6.663, -1.433], [-2.440, 4.876, 1.508], [0.434, 1.031, 2.600], [2.074, 0.803, -0.574], [-1.235, 3.936, 1.813], [-1.030, 0.886, 0.022], [2.120, -2.977, -2.372], [-0.699, -2.341, 2.118], [-2.131, 6.213, 1.168], [4.011, -3.335, -3.166], [-0.085, -1.409, 2.393], [-0.961, -2.751, 0.790], [0.434, 2.465, 0.386], [-1.013, 6.605, 0.813], [0.922, -4.907, -1.631], [-1.169, -1.047, -0.237], [-0.778, 7.680, 0.766], [-0.672, 3.453, 0.227], [-0.915, -2.089, -2.527], [3.141, -3.794, -2.706], [-1.439, 2.966, -0.439], [1.566, -1.583, -0.933], [0.047, -5.249, -0.950], [-3.798, 6.806, 2.357], [-3.214, 7.003, 1.557], [1.011, 0.194, -0.034], [2.259, -2.060, -2.908], [-1.311, 0.514, 2.297], [-0.025, 1.025, 0.575], [-0.511, -2.716, -1.616], [2.062, -5.666, -1.739], [-1.262, -3.486, -1.395], [-1.841, 3.062, 2.479], [1.033, 2.445, -0.513], [-3.124, 8.058, 1.281], [-1.281, -3.917, 0.683], [-0.344, 4.333, -0.360], [-0.509, -1.893, -0.322], [0.910, -3.551, -1.832], [-3.408, 4.733, 1.278]]
}

No. 3
{
  "formula": "C15H23NO3",
  "method": "ωB97M-V/def2-TZVPD",
  "e_above_lowest_kj_mol": 1905.4,
  "total_energy_ha": -865.195339,
  "orbital_gap_ev": 8.1,
  "smiles": "C=CCOc1ccccc1OC[C@H](O)CNC(C)C",
  "lumo_energy_ha": 0.0218,
  "species": ["H", "C", "H", "H", "C", "O", "H", "C", "H", "H", "C", "H", "C", "C", "C", "H", "H", "C", "H", "H", "C", "N", "H", "C", "H", "C", "H", "H", "H", "H", "C", "H", "C", "O", "H", "C", "O", "H", "H", "C", "H", "H"],
  "coordinates": [[-3.165, 1.299, -2.747], [2.712, -2.525, -1.469], [-3.339, 0.345, 1.600], [-1.274, -2.045, -0.664], [-1.034, -2.232, 0.273], [-0.105, -1.055, 0.523], [-4.459, 1.506, 0.176], [-2.657, 2.698, -0.437], [-4.555, 0.657, -2.250], [-2.297, 2.840, 0.749], [-2.274, -1.483, 1.210], [-1.928, 0.262, -1.007], [3.309, -0.584, -0.223], [3.683, -1.543, -1.294], [2.096, -0.423, 0.250], [-3.828, -1.810, 0.088], [4.709, -1.632, -1.792], [-4.018, 1.675, -2.295], [2.199, 2.299, 2.024], [0.750, -3.293, -0.953], [2.740, 1.892, 1.173], [-2.903, 0.162, -0.283], [-3.259, 3.722, -0.408], [-2.471, -0.220, 1.071], [-2.188, -1.837, 2.106], [1.547, -2.492, -0.800], [2.819, 4.573, -0.631], [-4.562, 2.563, -2.277], [-1.787, 2.704, -0.803], [3.570, 1.509, 1.507], [2.818, 2.703, 0.005], [-0.819, -3.193, 0.690], [1.133, -1.156, 0.016], [-3.443, -2.282, 0.608], [4.147, 0.326, 0.014], [-3.544, 1.541, -0.492], [1.757, 0.517, 0.836], [-1.571, 0.426, 1.433], [2.469, 4.615, 1.271], [2.718, 4.029, 0.171], [3.038, -3.206, -1.948], [2.599, 2.341, -0.854]]
}

No. 4
{
  "formula": "C15H23NO3S",
  "method": "ωB97M-V/def2-TZVPD",
  "e_above_lowest_kj_mol": 1578.0,
  "total_energy_ha": -1263.437322,
  "orbital_gap_ev": 8.9,
  "lumo_energy_ha": 0.0163,
  "species": ["C", "H", "S", "H", "C", "H", "C", "H", "C", "O", "H", "C", "H", "H", "H", "C", "H", "H", "N", "H", "C", "C", "H", "C", "H", "O", "H", "H", "H", "C", "H", "C", "C", "H", "H", "C", "C", "H", "H", "O", "H", "C", "H"],
  "coordinates": [[1.146, -0.805, -0.034], [2.891, -2.143, -0.590], [-0.856, -2.097, -0.871], [1.416, 1.771, 0.236], [2.152, 1.442, 0.803], [0.238, -2.113, 1.111], [1.615, 0.025, 0.842], [2.386, -0.915, 1.603], [-2.024, -0.858, -0.292], [-1.689, -3.309, -0.205], [0.467, -0.217, -0.755], [3.538, 1.360, 0.674], [-4.137, 2.117, 0.121], [4.026, -0.329, -2.237], [5.172, 0.671, -0.423], [4.251, 0.248, -0.236], [-1.572, -1.802, 3.680], [0.817, -0.077, 1.715], [0.309, -1.956, 0.236], [3.778, 2.406, 0.102], [-3.139, 0.878, 1.111], [-3.241, 1.175, -1.379], [-4.783, 1.977, -2.569], [-2.146, -1.084, 3.230], [1.910, -1.837, -2.023], [-1.712, -1.407, 1.667], [-2.124, -0.309, -2.423], [4.462, -0.580, 0.138], [-1.836, -0.155, 3.546], [-3.663, 2.085, -2.377], [2.754, 0.667, -2.007], [-3.489, 1.400, 0.022], [3.349, -0.047, -1.528], [-3.130, -1.192, 3.201], [-3.323, 2.867, -2.235], [2.406, -1.241, -1.081], [-2.404, 0.061, -1.631], [1.968, 1.821, 1.868], [-3.381, 1.595, -3.238], [-0.647, -2.159, -2.284], [4.039, 1.532, 1.609], [-2.322, -0.514, 0.909], [-3.474, 1.046, 1.994]]
}